Entry 1:
DFT (ωB97M-V/def2-TZVPD) results for 2 unconnected molecules or ions with the total composition Cl5NP2.

The geometry in ORCA input format:
```
! RIJCOSX wB97M-V def2-TZVPD def2/J DEFGRID3
* xyz 0 1
Cl -3.088 1.328 0.714
P -1.538 0.439 -0.252
Cl -0.020 1.464 0.689
Cl -1.529 1.220 -2.055
N 1.253 -1.513 1.982
P 1.503 -1.221 0.558
Cl 0.611 -1.684 -1.213
Cl 2.806 -0.034 -0.423
*
```

The LUMO energy comes out at -1.2 eV. The value obtained for the frontier orbital gap is 8.9 eV.

These are the Mulliken partial charges, in e, on atoms 1 to 5: -0.224 0.572 -0.171 -0.132 -0.435

=====

Entry 2:
DFT (ωB97M-V/def2-TZVPD) results for a single C5H8O molecule.

The geometry in ORCA input format:
```
! RIJCOSX wB97M-V def2-TZVPD def2/J DEFGRID3
* xyz 0 1
C 1.860 -0.525 0.075
C 0.589 0.345 -0.029
C -0.594 -0.241 -0.793
C -1.705 0.403 0.019
C -0.727 0.571 1.228
O -0.893 0.492 2.428
H 2.489 -0.145 0.881
H 1.612 -1.570 0.301
H 2.490 -0.541 -0.839
H 0.848 1.350 -0.388
H -0.790 0.060 -1.809
H -0.604 -1.332 -0.689
H -1.975 1.375 -0.427
H -2.599 -0.242 0.042
*
```

The LUMO energy comes out at 1.0 eV. The value obtained for the frontier orbital gap is 10.1 eV.

These are the Mulliken partial charges, in e, on atoms 1 to 5: -1.276 0.145 -0.692 -0.399 0.299

=====

Entry 3:
DFT (ωB97M-V/def2-TZVPD) results for a molecular structure, C18H17InN12O7.

The geometry in ORCA input format:
```
! RIJCOSX wB97M-V def2-TZVPD def2/J DEFGRID3
* xyz 0 1
In 0.023 0.291 0.070
C 2.619 -3.679 -1.715
C 3.573 -2.463 -1.501
C 4.299 -2.504 -0.106
C 2.882 -1.194 -1.776
C 3.645 -0.011 -1.626
C 3.080 1.249 -1.705
C 1.690 1.374 -1.937
C 1.134 2.785 -2.228
C 0.942 0.225 -2.070
C 1.538 -1.021 -1.993
H 3.168 -4.647 -1.524
H 2.235 -3.662 -2.772
H 1.834 -3.776 -1.006
H 4.393 -2.560 -2.237
H 3.561 -2.475 0.741
H 5.035 -1.709 -0.202
H 4.876 -3.446 -0.023
H 4.753 -0.161 -1.334
H 3.696 2.073 -1.367
H 1.409 3.463 -1.406
H 0.088 2.784 -2.327
H 1.749 3.178 -3.022
H 0.078 0.168 -2.635
H 0.927 -1.851 -2.241
N 1.203 -1.315 2.925
C 2.033 -0.364 2.321
N 3.249 -0.071 2.755
N 3.566 1.044 2.000
N 2.643 1.395 1.213
N 1.619 0.444 1.353
C -0.130 -1.511 2.631
N -0.954 -2.214 3.387
N -2.087 -2.277 2.637
N -1.907 -1.688 1.543
N -0.680 -1.167 1.467
H 1.549 -1.789 3.743
O -7.211 2.471 1.900
N -6.820 1.434 1.332
O -7.549 0.639 0.770
C -5.344 1.311 1.001
C -4.626 2.454 1.354
C -3.317 2.526 0.926
C -2.666 1.555 0.169
O -1.413 1.781 -0.136
C -3.455 0.425 -0.079
C -4.789 0.284 0.357
N -2.897 -0.709 -0.898
O -3.565 -1.634 -1.212
O -1.760 -0.553 -1.317
N -2.682 3.814 1.210
O -1.562 3.817 1.778
O -3.258 4.862 0.965
H -5.095 3.249 1.848
H -5.320 -0.642 -0.003
*
```

The LUMO energy comes out at -1.6 eV. The value obtained for the frontier orbital gap is 7.5 eV.

These are the Mulliken partial charges, in e, on atoms 1 to 5: 1.303 -1.643 0.721 -1.066 0.385

=====

Entry 4:
DFT (ωB97M-V/def2-TZVPD) results for 7 unconnected molecules or ions with the total composition C21H42O7.

The geometry in ORCA input format:
```
! RIJCOSX wB97M-V def2-TZVPD def2/J DEFGRID3
* xyz 0 1
C -2.291 14.304 18.252
C -1.520 13.346 17.380
C -2.336 12.464 16.486
O -0.315 13.282 17.408
H -3.121 14.737 17.700
H -1.598 15.050 18.631
H -2.677 13.728 19.098
H -1.708 11.738 15.967
H -2.836 13.026 15.694
H -3.073 11.895 17.056
C 0.821 4.404 23.573
C 1.034 4.888 22.166
C 1.509 6.300 21.981
O 0.904 4.154 21.212
H -0.106 4.822 23.964
H 1.637 4.776 24.196
H 0.783 3.319 23.579
H 2.586 6.383 22.138
H 1.027 7.047 22.613
H 1.308 6.615 20.955
C -2.138 9.257 18.127
C -1.637 9.372 19.554
C -0.635 8.331 19.998
O -2.040 10.238 20.301
H -3.127 9.706 18.052
H -2.180 8.204 17.845
H -1.461 9.802 17.468
H -0.036 8.746 20.806
H 0.051 8.116 19.177
H -1.144 7.397 20.229
C -2.272 8.922 25.056
C -1.896 7.845 24.067
C -2.795 7.627 22.871
O -0.912 7.167 24.230
H -1.378 9.350 25.500
H -2.906 8.497 25.836
H -2.843 9.714 24.567
H -3.175 8.568 22.482
H -3.617 6.963 23.146
H -2.202 7.129 22.109
C -5.655 7.714 18.017
C -5.170 7.565 19.451
C -5.294 8.780 20.322
O -4.731 6.517 19.845
H -6.379 8.520 17.917
H -6.074 6.763 17.702
H -4.800 7.940 17.375
H -4.501 9.468 19.988
H -5.132 8.602 21.377
H -6.224 9.315 20.136
C 1.156 6.222 15.486
C 2.034 5.781 16.626
C 1.457 5.916 18.020
O 3.129 5.315 16.430
H 1.676 6.083 14.543
H 0.912 7.284 15.602
H 0.208 5.683 15.512
H 1.891 5.150 18.657
H 0.375 5.789 18.000
H 1.722 6.909 18.387
C 1.315 11.370 21.779
C 1.888 10.557 22.922
C 1.569 11.042 24.316
O 2.510 9.548 22.729
H 2.107 12.016 21.394
H 0.493 11.995 22.120
H 0.993 10.706 20.981
H 0.481 11.110 24.417
H 1.953 12.056 24.463
H 1.966 10.380 25.078
*
```

The LUMO energy comes out at 0.3 eV. The value obtained for the frontier orbital gap is 9.5 eV.

These are the Mulliken partial charges, in e, on atoms 1 to 5: -1.018 0.889 -1.084 -0.565 0.350

=====

Entry 5:
DFT (ωB97M-V/def2-TZVPD) results for a molecular structure, C4H9NOS.

The geometry in ORCA input format:
```
! RIJCOSX wB97M-V def2-TZVPD def2/J DEFGRID3
* xyz 0 1
C -0.414 -0.555 0.964
C -0.584 -1.789 0.101
C -0.140 0.610 0.011
C 1.264 0.688 -0.591
N -0.405 1.851 0.595
O -0.172 -1.189 -2.557
S -1.158 -0.908 -1.492
H -1.439 -0.345 1.398
H 0.353 -0.538 1.804
H 0.313 -2.494 -0.154
H -1.519 -2.441 0.328
H -1.053 2.159 1.374
H 1.671 -0.172 -0.954
H 1.932 0.895 0.229
H 1.296 1.624 -1.176
H 0.056 2.605 0.121
*
```

The LUMO energy (alpha / beta) comes out at 0.6 / 0.6 eV. The value obtained for the frontier orbital gap (alpha / beta) is 7.9 / 7.9 eV.

These are the Mulliken partial charges, in e, on atoms 1 to 5: -0.658 -0.578 0.718 -1.560 -0.430

=====

Entry 6:
DFT (ωB97M-V/def2-TZVPD) results for a single C4H3NO2 molecule.

The geometry in ORCA input format:
```
! RIJCOSX wB97M-V def2-TZVPD def2/J DEFGRID3
* xyz 0 1
O -0.707 -1.184 -2.041
C -0.401 -0.611 -1.036
C 0.694 0.416 -0.924
C 0.832 0.800 0.384
N -0.055 0.081 1.146
C -0.883 -0.774 0.424
O -1.736 -1.463 0.928
H 1.208 0.740 -1.735
H 1.427 1.608 0.787
H -0.380 0.386 2.068
*
```

The LUMO energy comes out at -0.9 eV. The value obtained for the frontier orbital gap is 8.4 eV.

These are the Mulliken partial charges, in e, on atoms 1 to 5: -0.508 0.729 -0.550 -0.364 -0.094

=====

Entry 7:
DFT (ωB97M-V/def2-TZVPD) results for a molecular structure, C5H18FN6O4Tl.

The geometry in ORCA input format:
```
! RIJCOSX wB97M-V def2-TZVPD def2/J DEFGRID3
* xyz 2 1
Tl 0.961 -3.249 -1.425
F 0.630 -0.786 -0.027
C -4.058 -1.368 0.254
C -2.608 -1.088 0.543
O -1.874 -0.981 -0.625
H -4.675 -1.061 1.101
H -4.226 -2.440 0.127
H -4.381 -0.799 -0.614
H -2.116 -1.764 1.248
H -2.545 -0.039 1.012
H -0.946 -1.213 -0.396
C 3.101 1.339 1.024
O 3.717 2.264 1.483
N 2.722 0.222 1.729
N 2.545 1.344 -0.235
H 3.052 0.113 2.679
H 1.953 -0.348 1.363
H 1.858 0.609 -0.389
H 2.682 2.101 -0.889
C 1.131 -0.142 -3.645
O 1.549 -1.232 -3.210
N 1.132 0.179 -4.966
N 0.648 0.809 -2.768
H 0.577 0.924 -5.349
H 1.389 -0.565 -5.595
H 0.598 0.540 -1.800
H 0.370 1.739 -3.026
C -0.656 0.977 3.173
O -1.168 1.786 3.908
N 0.090 -0.101 3.553
N -0.736 1.037 1.779
H 0.009 -0.392 4.518
H 0.517 -0.686 2.858
H -1.208 1.799 1.307
H -0.032 0.472 1.299
*
```

The LUMO energy comes out at -13.3 eV. The value obtained for the frontier orbital gap is 2.9 eV.

These are the Mulliken partial charges, in e, on atoms 1 to 5: 0.917 -0.778 -1.226 0.264 -0.287

=====

Entry 8:
DFT (ωB97M-V/def2-TZVPD) results for 3 unconnected molecules or ions with the total composition C27H39Br4Cl2N3O4.

The geometry in ORCA input format:
```
! RIJCOSX wB97M-V def2-TZVPD def2/J DEFGRID3
* xyz 0 1
C 1.496 3.790 -2.497
C 0.593 2.645 -1.754
C -0.278 3.418 -0.653
C -0.901 2.515 0.520
C -0.353 1.011 0.598
N -1.267 -0.018 0.217
C -0.673 -1.315 0.377
C -1.582 -2.569 0.051
C -3.088 -2.283 -0.425
C -3.985 -2.302 0.928
O -3.598 -1.772 2.021
O -5.250 -2.956 0.976
C -1.119 -4.036 0.205
C -2.052 -5.302 -0.080
C -2.280 -6.254 1.215
C -2.619 -5.448 2.563
C 0.353 -4.291 0.681
O 0.803 -5.643 0.833
C 1.268 -3.062 1.013
C 2.763 -3.446 1.500
Cl 3.248 -2.645 3.078
C 3.772 -3.100 0.255
C 5.218 -2.593 0.732
Cl 4.030 -4.687 -0.691
C 0.769 -1.562 0.876
N 1.702 -0.534 1.254
C 1.095 0.752 1.118
C 2.023 2.003 1.571
C 2.303 1.978 3.163
C 0.924 2.342 3.897
N -0.263 1.459 3.902
O 0.831 3.462 4.492
H 2.164 4.235 -1.657
H 2.227 3.347 -3.261
H 0.870 4.659 -2.897
H -0.129 2.229 -2.536
H 1.345 1.890 -1.345
H -1.174 3.908 -1.205
H 0.289 4.313 -0.179
H -0.712 3.035 1.540
H -2.048 2.476 0.408
H -3.199 -1.234 -0.902
H -3.495 -3.045 -1.178
H -5.522 -2.973 1.928
H -3.063 -4.979 -0.529
H -1.518 -5.949 -0.877
H -3.221 -6.883 0.963
H -1.413 -6.980 1.375
H -1.629 -5.017 2.977
H -3.001 -6.207 3.350
H -3.423 -4.655 2.403
H 0.675 -6.077 -0.041
H 2.886 -4.583 1.664
H 3.225 -2.321 -0.390
H 5.708 -3.437 1.357
H 5.858 -2.454 -0.225
H 5.184 -1.596 1.293
H 1.654 3.005 1.173
H 3.044 1.810 1.056
H 3.092 2.799 3.366
H 2.651 0.932 3.463
H -0.987 1.779 3.245
H -0.658 1.462 4.856
Br -3.503 0.951 -5.643
C -4.910 0.665 -4.325
C -4.628 1.423 -3.051
Br -3.261 0.531 -1.983
H -4.993 -0.412 -4.177
H -5.821 1.034 -4.798
H -5.514 1.447 -2.414
H -4.281 2.443 -3.222
Br 4.808 5.957 -1.633
C 4.036 7.616 -2.306
C 2.693 7.374 -2.950
Br 2.890 6.591 -4.725
H 4.767 8.055 -2.984
H 3.931 8.256 -1.428
H 2.170 8.319 -3.114
H 2.052 6.704 -2.377
*
```

The LUMO energy comes out at -0.9 eV. The value obtained for the frontier orbital gap is 7.5 eV.

These are the Mulliken partial charges, in e, on atoms 1 to 5: -1.002 0.151 -0.961 -0.699 0.175